Computed, not measured: C2H3N3O3 as an isolated structure at a distorted geometry, with ωB97M-V/def2-TZVPD.

The geometry in XYZ format:
```
11
Properties=species:S:1:pos:R:3:forces:R:3:mulliken_charge:R:1
C -0.0750 0.8901 0.5562 1.4304 -2.7623 -2.2317 0.483
C 0.5160 -0.9073 -0.8128 0.3636 2.4457 -1.4713 0.290
H -2.3951 -0.2729 -1.0067 3.6705 1.3892 -0.8907 0.356
H -0.6525 1.5163 2.3834 0.0097 1.2923 -5.2162 0.306
H 1.9915 -1.4106 0.7673 -1.3713 1.2127 -2.0948 0.305
N -0.3102 0.3511 -0.6395 -1.0968 -5.7164 -5.3815 0.094
N -0.7838 1.6936 1.0831 -3.2599 2.7688 8.7914 -0.598
N 1.5638 -0.7113 0.0531 0.5174 0.1924 3.2297 -0.069
O -1.4968 0.0787 -1.5128 -1.4529 0.5797 3.0475 -0.403
O 1.1391 0.4135 0.8732 1.9728 -0.6932 1.7360 -0.304
O 0.5030 -1.6411 -1.7445 -0.7835 -0.7089 0.4815 -0.461
```
Positions in Å, forces in eV/Å.

Calculated values
Spin multiplicity   1
Gap between HOMO and LUMO   10.2 eV
DFT total energy   -12729.090 eV
Energy above the lowest of the compared OMol25 structures with the same formula, charge and spin   469.6 kJ/mol

***

Computed, not measured: C7H10 as an isolated structure at a distorted geometry, with ωB97M-V/def2-TZVPD.

The geometry in XYZ format:
```
17
Properties=species:S:1:pos:R:3:forces:R:3:mulliken_charge:R:1
C -1.3034 -1.2591 -0.0409 1.2703 -0.3892 2.0146 -1.196
C -0.3922 -0.6988 -1.0798 1.1234 -0.3380 0.3132 -0.079
C 0.1097 0.7024 -0.9167 -0.1241 0.3755 -0.1794 0.210
C -0.5500 1.6683 0.0343 -0.0304 0.0545 0.0355 -1.570
C 0.9943 -0.3920 -0.4232 -0.7554 -0.8539 -1.0357 -0.134
C 1.0322 -0.6974 1.0001 2.2436 1.4691 -0.3306 -0.554
C 1.8542 -0.3350 1.8155 -0.3360 -0.3017 0.9382 -0.266
H -2.0683 -0.5845 0.3583 0.0197 -0.1208 -0.3479 0.260
H -1.7547 -2.2179 -0.3457 0.3198 0.3430 0.4260 0.336
H -0.4329 -1.3418 0.9751 -3.1029 -0.5771 -2.0792 0.263
H -0.2736 -1.2090 -2.0306 -0.4384 0.2731 -0.0237 0.419
H 0.4827 1.1626 -1.8271 -0.0582 0.0270 0.0459 0.421
H 0.1352 2.4909 0.2605 -0.1119 -0.0379 -0.0157 0.364
H -1.4623 2.0810 -0.4079 0.1087 0.0080 0.0645 0.350
H -0.8140 1.1943 0.9838 0.0406 0.0728 -0.1629 0.375
H 1.9415 -0.5987 -0.9172 -0.3597 0.1128 -0.1658 0.426
H 2.5016 0.0348 2.5615 0.1908 -0.1174 0.5030 0.375
```
Positions in Å, forces in eV/Å.

Calculated values
Spin multiplicity   1
Gap between HOMO and LUMO   10.1 eV
DFT total energy   -7416.399 eV
Energy above the lowest of the compared OMol25 structures with the same formula, charge and spin   447.3 kJ/mol

***

Computed, not measured: an isolated ion of composition C6H15N2OSi and charge +1 at a distorted geometry, with ωB97M-V/def2-TZVPD.

The geometry in XYZ format:
```
25
Properties=species:S:1:pos:R:3:forces:R:3:mulliken_charge:R:1
C -3.6186 0.0025 1.1689 4.1780 5.9976 -2.0847 -0.651
C -2.4582 -0.5994 1.0027 0.3239 -0.2234 -0.3920 -0.314
C 1.3011 1.8287 0.1566 1.6442 0.0205 -0.4633 -0.679
C 2.0042 0.5853 -0.4476 2.4775 -0.1464 2.0974 -0.487
C -0.1496 1.7295 -0.1099 -3.7492 0.1116 -1.5368 -0.458
C 1.6644 -0.5813 0.5348 -0.4628 -2.1706 -4.0012 -0.316
N -0.9512 -0.9239 -1.6367 3.8051 -0.0953 3.3674 -0.488
N 2.0379 -1.8648 -0.1567 -0.9137 0.3907 0.8867 -0.640
O 0.2816 -0.7677 0.8239 2.2592 -1.4464 1.6058 -0.236
Si -0.8896 0.0258 0.1968 -1.5296 0.5750 -1.1783 0.418
H -4.4558 -0.3869 1.4875 -4.1162 -2.2357 1.8487 0.433
H -3.6292 1.1608 0.9960 -0.4445 -2.2010 0.0591 0.125
H -2.5011 -1.6193 1.3512 0.6814 -0.6193 -0.2935 0.347
H 1.4229 1.6608 1.2395 0.2348 0.7892 -0.2431 0.312
H 1.6830 2.8589 -0.1643 -0.2658 -1.6148 0.5338 0.326
H 1.7821 0.3288 -1.4976 0.0778 0.2557 0.4357 0.203
H 3.1908 0.6186 -0.2764 -2.5070 0.2880 -0.8774 0.390
H -0.6972 2.3057 0.6666 0.0003 0.4086 -0.9095 0.347
H -0.4906 1.9908 -1.2031 0.6803 0.2057 2.0774 0.331
H 2.1830 -0.5149 1.4231 0.8647 0.6528 2.1310 0.589
H -1.4353 -0.4767 -2.3168 -2.3415 1.2925 -2.6481 0.307
H -1.2253 -1.8620 -1.4285 -0.5940 -0.7254 -0.2757 0.336
H 0.0472 -0.9815 -1.9563 -0.9427 -0.0716 0.4752 0.305
H 1.8827 -2.6481 0.4957 0.0257 0.5050 -0.3730 0.250
H 3.0208 -1.8699 -0.3495 0.6140 0.0572 -0.2417 0.247
```
Positions in Å, forces in eV/Å.

Calculated values
Spin multiplicity   1
Gap between HOMO and LUMO   10.5 eV
DFT total energy   -19364.589 eV
Charge   +1
SMILES   C=C[Si@@]1([NH3+])CCC[C@H](N)O1
Energy above the lowest of the compared OMol25 structures with the same formula, charge and spin   33.2 kJ/mol

***

Computed, not measured: C41H46HgP2 as an isolated structure at a distorted geometry, with ωB97M-V/def2-TZVPD.

The geometry in XYZ format:
```
90
Properties=species:S:1:pos:R:3:forces:R:3:mulliken_charge:R:1
Hg -0.3931 1.2646 -1.1101 -0.0389 -1.6225 4.0000 1.075
C -2.1483 0.9481 -2.6043 -2.1137 0.8185 -1.2945 -0.514
C -1.9729 -0.5240 -2.6990 -0.3508 -0.8905 0.6046 0.546
C -1.0544 -1.0074 -3.8325 -0.6191 -0.3802 -0.2057 -1.566
C 0.2475 -0.2281 -4.0438 0.5363 -0.3441 -0.3460 -1.779
C 0.8254 0.6346 -2.9292 2.4489 1.1721 -2.6557 0.606
C 0.5249 2.0354 -2.7078 0.5708 -0.5250 -2.4664 -0.702
C -0.6180 2.7641 -3.3430 -0.2581 0.0975 -1.1233 -1.070
C -1.7893 1.8468 -3.7490 0.2948 0.4894 -0.7808 -1.411
C 2.1482 0.5806 2.4152 0.5182 0.0510 -0.3918 -1.278
H -3.1496 1.2219 -2.2565 0.6355 -0.1038 0.1628 -0.150
H -2.9622 -1.0401 -2.7209 0.4404 0.2867 -0.3938 1.091
H -1.5979 -1.0092 -4.7959 -0.0857 0.1916 0.4472 0.561
H -0.8425 -2.0678 -3.6726 0.1544 0.0962 0.0866 0.439
H 1.0176 -0.9773 -4.3000 -0.1911 0.2451 0.3111 0.512
H 0.2066 0.3882 -4.9666 -0.1751 -0.2217 0.5191 0.401
H 1.9214 0.4351 -2.8936 -1.1387 0.1882 0.3806 0.581
H 1.3634 2.6435 -2.4925 0.7526 0.5129 0.3414 0.213
H -0.1971 3.2633 -4.2075 -0.1260 0.5028 -0.5217 0.633
H -0.9889 3.5173 -2.6472 -0.0567 0.1777 -0.1693 0.202
H -2.6510 2.4814 -4.0505 0.4552 -0.3554 0.2961 0.416
H -1.5355 1.2434 -4.6356 -0.0510 0.4850 0.2414 0.334
H 2.7511 1.2748 1.8267 -0.2917 -0.1435 0.0886 0.185
H 2.5983 -0.3967 2.2426 -0.0855 0.0358 0.1845 0.165
H 2.2981 0.8497 3.4722 -0.2087 -0.0758 -0.3240 0.455
P -1.4464 -0.9841 -0.9179 0.1093 3.0809 0.5734 1.776
P 2.4559 -0.4004 -0.5505 -1.1346 0.3606 1.4860 1.613
C 0.0315 -1.9345 -1.2186 1.9499 -1.3537 -0.7912 -0.332
C 1.3934 -1.7038 -1.2008 -1.3383 -1.2761 -1.1901 -1.356
C -2.4736 -2.2741 -0.2103 0.2130 -1.0571 0.2898 -0.163
C -2.9447 -3.4256 -0.8859 0.0374 0.7115 0.7294 -0.602
C -3.6821 -4.3529 -0.1440 -0.1273 -0.1183 -0.1326 -0.759
C -3.9143 -4.1681 1.2176 0.2105 0.4661 0.0814 -0.708
C -3.3926 -3.0572 1.8829 0.3158 0.3784 -0.2837 -0.660
C -2.6611 -2.1125 1.1688 -0.2197 -0.2986 -0.2667 0.113
C -3.0306 0.5343 -0.1601 -0.3250 -1.4874 0.7549 0.581
C -2.7397 1.8738 0.0923 -1.3753 0.6790 -0.3114 -0.197
C -3.6922 2.8646 -0.2514 0.5545 -0.6564 0.8094 -1.154
C -5.0098 2.4823 -0.5170 0.0909 0.1482 -0.1885 -0.580
C -5.3526 1.1354 -0.5562 0.1944 -0.5364 0.1034 -0.626
C -4.3369 0.1574 -0.4185 -1.0536 1.5846 0.1257 -0.821
C 3.7791 -1.2721 0.2283 0.6304 -0.2733 0.2609 0.587
C 3.5012 -2.4706 0.9475 0.1367 0.7240 -0.8670 -0.684
C 4.5431 -3.1287 1.5737 0.3192 -0.0709 0.0424 -0.607
C 5.8360 -2.5935 1.5429 -0.0671 0.1411 -0.0108 -0.549
C 6.0885 -1.3717 0.9070 0.0357 -0.3154 0.2961 -0.675
C 5.0732 -0.6990 0.2559 -0.7090 -0.4320 -0.0111 -0.536
C 3.1076 1.2606 -0.9521 0.3137 1.4216 -1.1012 0.348
C 2.6503 2.4225 -0.2627 -0.0290 -0.8826 -0.4293 -0.614
C 3.0225 3.7059 -0.6461 0.1926 0.4522 -0.0685 -0.986
C 3.8009 3.9152 -1.7952 -0.4224 -0.4023 0.7147 -0.613
C 4.2765 2.7945 -2.4755 0.4233 0.2102 -0.1420 -0.859
C 4.0157 1.5018 -2.0190 -0.6227 -0.0218 0.3097 0.347
H -0.2862 -2.9435 -1.5329 0.8236 -0.0490 0.2370 0.527
H 1.9825 -2.5697 -1.5980 -0.3357 0.6658 0.6726 0.407
H -2.7676 -3.5791 -1.9587 -0.0561 0.1101 0.4962 0.394
H -4.1023 -5.2319 -0.6333 0.1275 0.2045 0.0669 0.392
H -4.5119 -4.8638 1.7841 -0.0687 -0.2483 -0.0764 0.402
H -3.5430 -2.8749 2.9441 -0.1257 -0.3112 -0.1142 0.490
H -2.2430 -1.2092 1.6350 -0.2998 -0.4445 -0.1004 -0.092
H -1.7705 2.2167 0.4864 -0.1943 -0.2073 -0.0656 0.718
H -3.3958 3.9133 -0.2711 -0.2058 -0.1158 0.2646 0.444
H -5.7684 3.2502 -0.6522 0.1080 -0.1383 -0.1375 0.368
H -6.3985 0.8354 -0.7037 0.4271 0.1463 -0.0119 0.390
H -4.6292 -0.8768 -0.5065 0.0807 -0.3440 -0.1242 0.333
H 2.4747 -2.8605 0.9627 0.5124 0.1603 0.0423 0.382
H 4.3426 -4.0716 2.0838 0.1499 0.2507 -0.0545 0.396
H 6.6479 -3.1199 2.0324 -0.0675 0.0371 -0.0185 0.365
H 7.0814 -0.9317 0.9143 -0.0346 -0.1836 0.0675 0.410
H 5.2549 0.2604 -0.2393 0.0193 -0.5180 0.2618 0.244
H 1.9542 2.3197 0.5645 0.0465 -0.0269 -0.2353 -0.051
H 2.6728 4.5581 -0.0383 0.1657 -0.4948 -0.4808 0.391
H 4.0303 4.9326 -2.1124 -0.0131 -0.3416 -0.0433 0.408
H 4.8821 2.9513 -3.3753 -0.1291 -0.2160 0.4018 0.367
H 4.4949 0.6533 -2.5030 -0.2563 0.1141 -0.1283 0.450
C -1.9098 0.7839 4.5078 -0.5081 0.0516 0.6206 -1.766
C -0.6069 0.0281 4.3727 -0.6124 0.3830 -1.3079 2.759
C 0.4272 0.6056 5.3448 0.1921 0.2676 -0.2255 -2.094
C -0.7269 -1.4518 4.6729 -0.2076 -0.2337 0.1401 -1.430
C -0.2404 0.2467 2.9305 2.8831 0.1397 -0.7491 -0.719
C 0.6696 0.5028 2.1351 -0.8472 -0.2081 2.6254 0.572
H -2.2991 0.6186 5.5061 -0.3386 0.1359 0.3091 0.477
H -2.6437 0.4311 3.7806 -0.0089 0.0958 0.0242 0.260
H -1.7353 1.8574 4.3643 -0.1406 -0.2435 -0.0308 0.373
H 0.0308 0.4766 6.3502 -0.0689 -0.0219 0.1408 0.483
H 1.3851 0.0831 5.3084 -0.0838 -0.0098 -0.0961 0.433
H 0.6076 1.6740 5.1995 -0.0604 -0.0854 -0.1180 0.360
H -1.3763 -1.9731 3.9744 -0.0802 -0.0128 -0.0826 0.095
H 0.2539 -1.9315 4.6600 -0.0504 0.0157 -0.0877 0.386
H -1.1382 -1.5515 5.6761 -0.0615 -0.1876 0.1434 0.446
```
Positions in Å, forces in eV/Å.

Calculated values
Spin multiplicity   1
Gap between HOMO and LUMO (spin up / spin down)   5.5 / 5.1 eV
DFT total energy   -66001.297 eV
Energy above the lowest of the compared OMol25 structures with the same formula, charge and spin   494.2 kJ/mol

***

Which of these has the lowest energy above the lowest of the compared OMol25 structures with the same formula, charge and spin? C6H15N2OSi

***

The lowest DFT total energy belongs to which entry? C41H46HgP2